Entry 1:
{"formula": "C23H15BrN2OZn", "method": "ωB97M-V with the def2-TZVPD basis set", "e_homo_ha": [0.0279, 0.0447], "de_lowest_kcal_mol": 61.4, "orbital_gap_ev": [3.44, 2.99], "total_charge": -2, "multiplicity": 1, "fmax_ev_per_a": 2.7, "symbols": ["Zn", "Br", "C", "C", "C", "C", "O", "C", "C", "N", "C", "C", "C", "C", "C", "C", "C", "C", "N", "C", "C", "H", "H", "H", "H", "H", "H", "H", "H", "H", "H", "C", "C", "C", "C", "C", "C", "C", "H", "H", "H", "H", "H"], "coordinates": [[0.5769, -0.5760, -0.6830], [4.9904, -4.9296, 3.3232], [4.2718, -3.6923, 2.0322], [4.7588, -3.6752, 0.6958], [4.1486, -2.7734, -0.1968], [3.0454, -2.0021, 0.1210], [2.4974, -1.2601, -0.7761], [2.5608, -2.0619, 1.4837], [1.6087, -1.1032, 2.0918], [0.9191, -0.1687, 1.3835], [0.5187, 0.9416, 1.9778], [0.5448, 1.1919, 3.3466], [-0.1738, 2.2656, 3.9072], [-0.9593, 3.1280, 3.1545], [-0.9243, 2.9976, 1.7246], [-1.5967, 3.8451, 0.8360], [-1.5610, 3.5681, -0.4882], [-0.7065, 2.5648, -0.9778], [-0.0498, 1.7434, -0.2029], [-0.1670, 1.9113, 1.1540], [3.1589, -2.9535, 2.3949], [5.5733, -4.3438, 0.4287], [4.4276, -2.7938, -1.2447], [1.4929, -1.1750, 3.1448], [0.9584, 0.4434, 4.0350], [-0.2276, 2.3558, 4.9817], [-1.5579, 3.9675, 3.5704], [-2.2502, 4.5814, 1.1989], [-2.1134, 4.2006, -1.1217], [-0.6516, 2.2776, -2.0488], [2.7672, -2.9032, 3.4274], [-0.8101, -1.0677, -1.8393], [-1.8853, -0.7236, -2.6301], [-1.8327, 0.3255, -3.6277], [-2.8973, 0.5709, -4.5107], [-4.0797, -0.1719, -4.4510], [-4.1745, -1.1514, -3.4509], [-3.2504, -1.3993, -2.4780], [-0.8921, 0.8458, -3.7339], [-2.7296, 1.2734, -5.3602], [-4.8266, -0.0384, -5.1970], [-5.0742, -1.7687, -3.5846], [-3.4279, -2.2663, -1.8106]], "forces_ev_per_angstrom": [[0.452, 0.030, -0.072], [0.108, 0.066, -0.144], [-0.185, -0.314, -1.037], [-0.658, 0.585, 1.267], [1.121, -1.789, -0.019], [-1.097, 0.743, 0.464], [-0.211, 0.139, -0.060], [-0.842, 1.091, 1.187], [0.757, -0.907, -2.388], [1.392, -1.175, -0.536], [-1.278, 0.261, 0.093], [-0.194, 0.218, 1.394], [-0.676, -0.006, -0.520], [0.182, 0.504, -0.364], [0.964, -1.035, 0.667], [0.302, -1.461, 0.166], [0.998, 0.002, -0.255], [-0.527, -0.782, -1.175], [-0.146, 0.292, 1.526], [-0.183, 0.945, -0.740], [0.136, 0.521, 0.240], [-0.133, 0.225, -0.146], [0.181, 0.169, 0.049], [-0.031, -0.036, 0.869], [0.010, 0.579, -0.355], [0.191, 0.000, 0.245], [0.547, -0.761, -0.063], [-0.664, 1.100, 0.579], [-0.570, 0.444, -1.080], [-0.096, 0.596, 0.672], [0.441, -0.381, -0.577], [-0.188, 0.172, 0.500], [-1.239, -0.483, 0.904], [-1.361, -0.476, -0.474], [0.996, 0.326, -0.290], [1.430, 0.304, 0.481], [-1.588, -0.367, -0.643], [1.708, 0.180, -1.147], [0.103, -0.013, -0.030], [-0.236, -0.323, 0.744], [-0.610, -0.030, -0.392], [0.128, -0.008, 0.657], [0.569, 0.856, -0.193]]}

=====

Entry 2:
{"formula": "C5H7NS2", "method": "ωB97M-V with the def2-TZVPD basis set", "e_homo_ha": -0.3119, "de_lowest_kcal_mol": 52.0, "orbital_gap_ev": 9.23, "total_charge": 0, "multiplicity": 1, "fmax_ev_per_a": 4.7, "symbols": ["C", "C", "C", "C", "C", "N", "S", "S", "H", "H", "H", "H", "H", "H", "H"], "coordinates": [[0.1939, -0.6988, -0.4019], [1.5746, -0.1742, -0.3533], [1.4535, 0.9424, 0.6489], [-1.8375, -1.3401, 0.3037], [-0.8044, 0.9395, -0.7762], [-0.5288, -1.5715, 0.0781], [0.2581, 2.1490, 0.0067], [-2.3074, 0.4985, 0.1391], [2.1357, -0.9999, 0.0880], [1.7963, 0.4418, -1.2501], [1.0923, 0.5354, 1.6558], [2.3943, 1.3921, 0.6940], [-2.5658, -1.9084, -0.3787], [-2.0917, -1.3825, 1.4038], [-0.7629, 1.1767, -1.8578]], "forces_ev_per_angstrom": [[-2.241, 3.964, -0.990], [-1.020, -0.649, 0.153], [-1.849, -0.939, 1.880], [-4.570, 0.670, 0.826], [0.995, -2.029, 0.799], [3.050, -0.603, -0.458], [0.151, 0.082, 0.027], [1.080, 0.189, -1.416], [1.051, 0.321, -0.755], [0.569, -1.547, -0.100], [0.740, 0.700, -1.187], [1.413, 0.949, 0.584], [1.233, 0.426, 1.291], [0.243, -0.984, -1.266], [-0.843, -0.551, 0.610]]}

=====

Entry 3:
{"formula": "C17H21AsBClN8O6S2Zr", "method": "ωB97M-V with the def2-TZVPD basis set", "e_homo_ha": -0.3358, "de_lowest_kcal_mol": 40.4, "orbital_gap_ev": 9.29, "total_charge": 0, "multiplicity": 1, "fmax_ev_per_a": 3.7, "symbols": ["Zr", "C", "C", "N", "N", "C", "B", "N", "C", "C", "C", "N", "N", "C", "C", "C", "N", "H", "H", "H", "H", "H", "H", "H", "H", "H", "H", "O", "As", "O", "O", "C", "C", "C", "C", "C", "C", "S", "O", "O", "O", "H", "H", "H", "H", "H", "C", "N", "C", "N", "S", "H", "H", "H", "H", "H", "H", "Cl"], "coordinates": [[-0.6288, 0.2265, -0.0131], [-4.9289, 1.1200, -1.1481], [-3.5359, 1.3245, -1.1848], [-2.9855, 0.4677, -0.3112], [-3.9598, -0.1513, 0.3913], [-5.1204, 0.2101, -0.1521], [-3.6295, -1.1624, 1.4533], [-2.5975, -2.1877, 0.9000], [-2.8693, -3.4773, 0.8654], [-1.8565, -4.1143, 0.1848], [-1.0100, -3.1086, -0.2563], [-1.4864, -1.9349, 0.1911], [-2.7447, -0.4591, 2.5440], [-3.0873, -0.1968, 3.8164], [-1.9997, 0.3695, 4.4562], [-1.0210, 0.4963, 3.4583], [-1.5229, -0.0176, 2.3156], [-5.7028, 1.5384, -1.7452], [-2.9666, 1.9835, -1.7543], [-5.9406, -0.2458, 0.3052], [-4.5777, -1.7037, 1.7028], [-3.7745, -3.8907, 1.2986], [-1.6603, -5.1499, 0.2580], [-0.0770, -3.1189, -0.8441], [-4.0477, -0.4889, 4.1605], [-1.8612, 0.6125, 5.5226], [-0.0223, 0.8826, 3.5233], [2.9116, 0.1326, -2.1539], [2.5319, -1.2769, -1.1694], [-1.1432, 0.1524, -2.0523], [0.9085, -0.8754, -0.6744], [3.6832, -0.6260, 0.3768], [4.8534, -1.3460, 0.4262], [5.8816, -1.0561, 1.3128], [5.8046, -0.0459, 2.2588], [4.5618, 0.6914, 2.2861], [3.5977, 0.4445, 1.3151], [2.1257, 1.6051, 1.2159], [2.2591, 2.6119, 2.2225], [2.1134, 1.9958, -0.1847], [0.8969, 0.7930, 1.5024], [2.8301, 0.9073, -1.5657], [5.0473, -2.1155, -0.2721], [6.7900, -1.6930, 1.3464], [6.5042, 0.1498, 3.0404], [4.3630, 1.5375, 2.8831], [1.1067, 2.9466, -3.5035], [0.2038, 1.8382, -3.3610], [0.4906, 0.5813, -3.8393], [1.3201, 0.3558, -4.9019], [-0.4538, -0.7138, -3.2248], [0.7312, 3.8333, -2.9344], [1.2353, 3.2187, -4.4892], [2.1102, 2.7771, -2.9755], [-0.4365, 1.8735, -2.6012], [1.7890, 1.1582, -5.3142], [1.9341, -0.4190, -4.6921], [-0.9366, 2.7396, -0.2150]], "forces_ev_per_angstrom": [[0.068, -0.022, 1.556], [0.402, 0.388, -0.111], [-1.766, -2.344, 1.351], [0.984, 1.090, 0.700], [0.800, 0.901, -2.056], [0.149, -0.443, 0.760], [3.345, 1.275, -0.594], [-1.161, 0.032, -0.877], [-0.059, -0.913, 0.192], [0.317, -0.256, 0.136], [0.374, 0.547, 0.123], [0.308, 0.603, -0.110], [-1.854, 0.325, 1.119], [0.617, -0.278, -0.023], [0.495, 0.319, 0.613], [-1.270, -0.693, -0.036], [1.777, 0.639, -1.202], [-0.213, 0.424, -0.279], [0.801, 0.671, -0.795], [-1.590, -0.299, 0.134], [-1.611, -0.904, 1.280], [0.342, 0.195, 0.098], [0.002, -0.863, -0.611], [-0.751, -0.088, 0.567], [-0.529, -0.137, 0.349], [-0.340, -0.073, -0.881], [-0.008, 0.057, -0.171], [-0.026, 0.509, -0.712], [0.378, 0.172, 1.198], [0.311, -1.227, -0.824], [-0.198, 0.287, 0.221], [-0.311, 0.451, 0.346], [0.333, 0.527, 0.363], [1.601, -0.273, 1.215], [-3.136, 0.468, -0.371], [0.997, -1.069, -1.889], [-1.427, -0.017, -0.172], [0.902, -1.064, 0.102], [0.487, 0.222, -0.036], [0.273, 0.130, -0.294], [-0.152, -0.507, -0.583], [-0.052, 0.177, -0.034], [-0.040, -0.922, -0.659], [-0.678, 0.437, -0.341], [0.667, -0.053, 0.062], [0.115, 0.697, 1.006], [1.270, 0.708, 3.402], [1.576, -2.557, -1.601], [-0.955, 2.421, -0.062], [-0.091, 0.274, 0.933], [-0.134, 1.353, 0.712], [-0.159, -0.863, -0.601], [0.388, 0.613, -2.185], [-1.218, -0.165, -0.950], [-0.668, -0.099, 0.726], [-0.084, -0.251, 0.340], [0.166, -0.050, -0.400], [0.235, -0.483, -0.142]]}

=====

Entry 4:
{"formula": "C7H14O", "method": "ωB97M-V with the def2-TZVPD basis set", "e_homo_ha": -0.2849, "de_lowest_kcal_mol": 61.7, "orbital_gap_ev": 8.69, "total_charge": 0, "multiplicity": 1, "fmax_ev_per_a": 3.7, "symbols": ["C", "C", "C", "C", "C", "C", "C", "O", "H", "H", "H", "H", "H", "H", "H", "H", "H", "H", "H", "H", "H", "H"], "coordinates": [[-0.3036, -1.2849, 0.4403], [-0.9649, -0.3893, -0.5709], [0.2711, -2.5723, -0.0773], [-1.5829, 1.6087, 0.9102], [1.6387, 1.1207, -1.2531], [-0.6383, 1.0204, -0.1023], [0.6840, 1.4183, -0.1292], [1.1806, -0.4913, 1.0586], [0.8791, 0.0071, 1.8343], [-0.8717, -1.3774, 1.3627], [-0.5810, -0.5763, -1.5774], [-2.0497, -0.5425, -0.5856], [0.9370, 2.3131, 0.4355], [-0.5201, -3.1639, -0.5563], [1.0388, -2.3809, -0.8311], [0.7252, -3.1623, 0.7194], [-1.5762, 1.0688, 1.8673], [-2.6153, 1.5849, 0.5439], [-1.3243, 2.6490, 1.1282], [2.6663, 1.2268, -0.9005], [1.4770, 1.8177, -2.0799], [1.5302, 0.1057, -1.6371]], "forces_ev_per_angstrom": [[3.129, 0.764, 1.457], [0.318, 1.218, -0.220], [-0.055, -0.173, 0.075], [-0.078, 0.166, 0.009], [0.260, -0.523, 0.531], [2.020, 0.437, 0.485], [-3.040, 1.116, -1.866], [-2.519, -2.565, -0.496], [-0.063, -0.240, -0.308], [0.033, -0.068, -0.058], [-0.029, -0.101, 0.125], [0.153, -0.160, 0.055], [-0.028, -0.034, 0.153], [0.057, 0.077, 0.090], [-0.103, 0.121, 0.066], [-0.099, 0.051, -0.058], [-0.038, -0.074, -0.053], [0.092, 0.061, 0.046], [-0.054, -0.124, -0.024], [0.012, -0.028, -0.135], [0.029, 0.026, 0.115], [0.004, 0.055, 0.012]]}